DFT (ωB97M-V/def2-TZVPD) results for one molecule with the formula C3H5NO2.

Calculated values
- SMILES: [H]/N=C/OC(C)=O
- Energy above the lowest of the compared OMol25 structures with the same formula, charge and spin: 66.2 kJ/mol
- HOMO: -10.61 eV
- Energy: -322.5491 hartree
- Gap between HOMO and LUMO: 0.4217 Eh

Geometry as ORCA input:
```
! wB97M-V def2-TZVPD RIJCOSX def2/J DEFGRID3
* xyz 0 1
C -1.948 0.105 -0.307
C -0.551 -0.447 -0.285
O -0.189 -1.461 -0.825
O 0.288 0.381 0.405
C 1.634 0.110 0.351
N 2.392 0.758 1.114
H -2.115 0.814 0.505
H -2.089 0.630 -1.260
H -2.667 -0.714 -0.260
H 1.889 -0.651 -0.389
H 3.356 0.476 0.951
*
```

Results of the Mulliken charge analysis, in e, for atoms 1 through 5: C -0.909; C 0.728; O -0.529; O -0.366; C 0.170